No. 1
The following is a quantum chemistry calculation of 2 unconnected molecules or ions with the total composition C20H33N6O4 in a non-equilibrium geometry, from the Open Molecules 2025 dataset.

Properties
- total charge = +1
- F_max (eV/A) = 2.15
- molecular weight (Da) = 421.522

Positions of all 63 atoms, in Å:
O1 -1.932 0.956 4.134
O2 2.343 3.604 3.055
O3 -1.911 -2.343 -2.792
O4 -1.477 -0.369 -0.630
C1 -0.912 1.578 3.890
C2 2.100 2.448 3.371
C3 -1.686 2.805 -2.353
C4 1.837 -5.577 -3.699
C5 0.610 -5.751 -4.345
C6 1.916 -4.770 -2.559
C7 -0.539 -5.125 -3.850
C8 0.774 -4.138 -2.063
C9 -0.466 -4.321 -2.703
N1 -1.572 3.885 -3.076
N2 2.517 1.910 4.522
N3 -1.116 2.684 -1.170
N4 0.873 -3.304 -0.944
N5 0.010 1.010 3.104
N6 -2.385 1.817 -2.828
C10 -0.730 2.961 4.487
C11 3.352 2.604 5.503
C12 -0.794 -1.438 -2.680
C13 -1.703 -3.626 -2.166
C14 -0.330 3.710 -0.457
C15 -1.542 -3.411 -0.659
C16 -0.044 3.297 0.990
C17 -0.440 -1.194 -1.204
C18 -0.296 -2.544 -0.447
C19 0.931 2.107 1.062
C20 1.235 1.551 2.472
H1 -2.289 -0.910 -0.547
H2 2.727 -6.066 -4.084
H3 0.549 -6.375 -5.232
H4 2.873 -4.629 -2.069
H5 -1.487 -5.262 -4.363
H6 -1.039 4.654 -2.711
H7 -2.005 3.949 -3.978
H8 2.228 0.967 4.732
H9 -1.231 1.789 -0.708
H10 1.625 -3.516 -0.291
H11 -0.256 0.074 2.837
H12 -2.436 0.960 -2.296
H13 -2.841 1.886 -3.719
H14 -0.424 3.679 3.733
H15 -1.677 3.282 4.918
H16 0.014 2.918 5.280
H17 2.771 3.380 6.006
H18 3.729 1.901 6.249
H19 4.200 3.077 5.002
H20 -1.043 -0.491 -3.162
H21 0.076 -1.829 -3.217
H22 -2.578 -4.260 -2.346
H23 -0.890 4.647 -0.436
H24 0.618 3.883 -0.972
H25 -1.424 -4.374 -0.151
H26 -2.432 -2.926 -0.249
H27 -0.989 3.037 1.467
H28 0.386 4.153 1.509
H29 0.512 -0.654 -1.153
H30 -0.170 -2.344 0.623
H31 1.873 2.403 0.598
H32 0.524 1.287 0.471
H33 1.885 0.693 2.294

natural (NBO) population analysis, charges in e, atoms 1 to 5: number 1, O, carries -0.618; number 2, O, carries -0.629; number 3, O, carries -0.544; number 4, O, carries -0.776; number 5, C, carries 0.670

=====

No. 2
The following is a quantum chemistry calculation of a single C20H33NO2 molecule, from the Open Molecules 2025 dataset.

Properties
- relative energy (zero: lowest compared OMol25 entry of this formula, charge and spin) (eV) = 0.479
- F_max (eV/A) = 0.73
- molecular weight (Da) = 319.489

Positions of all 56 atoms, in Å:
C1 -8.360 -2.633 0.606
C2 -8.426 -1.113 0.701
C3 -7.429 -0.407 -0.218
C4 -5.972 -0.622 0.187
C5 -5.016 0.190 -0.684
C6 -3.556 -0.023 -0.290
C7 -2.611 0.811 -1.151
C8 -1.130 0.549 -0.871
C9 -0.687 1.018 0.513
C10 0.810 0.829 0.762
C11 1.686 1.786 -0.044
C12 3.161 1.649 0.325
C13 4.036 2.605 -0.482
C14 5.501 2.550 -0.057
H1 6.091 3.284 -0.613
H2 5.597 2.735 1.018
O1 6.071 1.277 -0.357
C15 6.298 0.440 0.658
O2 6.095 0.699 1.819
C16 6.850 -0.859 0.192
C17 7.234 -1.809 1.136
C18 7.747 -3.016 0.696
C19 7.853 -3.223 -0.673
N1 7.485 -2.329 -1.576
C20 6.996 -1.178 -1.158
H3 6.705 -0.476 -1.927
H4 8.250 -4.148 -1.070
H5 8.058 -3.778 1.394
H6 7.125 -1.581 2.186
H7 3.687 3.630 -0.344
H8 3.966 2.361 -1.544
H9 3.291 1.852 1.390
H10 3.482 0.620 0.144
H11 1.362 2.813 0.144
H12 1.567 1.590 -1.111
H13 1.088 -0.201 0.528
H14 1.011 0.990 1.824
H15 -0.940 2.074 0.634
H16 -1.235 0.457 1.272
H17 -0.543 1.068 -1.631
H18 -0.929 -0.521 -0.970
H19 -2.811 0.588 -2.203
H20 -2.823 1.872 -0.995
H21 -3.303 -1.081 -0.398
H22 -3.432 0.243 0.761
H23 -5.153 -0.094 -1.731
H24 -5.260 1.251 -0.597
H25 -5.716 -1.679 0.103
H26 -5.843 -0.330 1.232
H27 -7.574 -0.758 -1.243
H28 -7.640 0.665 -0.205
H29 -8.242 -0.806 1.733
H30 -9.434 -0.788 0.435
H31 -7.400 -3.005 0.954
H32 -8.502 -2.956 -0.423
H33 -9.139 -3.084 1.217

natural (NBO) population analysis, charges in e, atoms 1 to 5: number 1, C, carries -0.607; number 2, C, carries -0.388; number 3, C, carries -0.387; number 4, C, carries -0.392; number 5, C, carries -0.383

=====

No. 3
The following is a quantum chemistry calculation of 2 unconnected molecules or ions with the total composition C20H34BF5O7 in a non-equilibrium geometry, from the Open Molecules 2025 dataset.

Properties
- relative energy (zero: lowest compared OMol25 entry of this formula, charge and spin) (eV) = 4.183
- F_max (eV/A) = 4.53
- molecular weight (Da) = 492.287

Positions of all 67 atoms, in Å:
C1 2.912 1.291 -0.434
B1 1.892 2.210 -1.295
O1 2.108 3.654 -1.244
C2 0.661 1.675 -2.222
C3 1.343 1.177 -3.619
C4 0.191 0.586 -4.571
C5 0.223 -1.011 -4.747
C6 0.024 -1.825 -3.376
C7 1.350 -1.939 -2.475
C8 1.409 -3.305 -1.649
O2 0.597 -3.228 -0.435
C9 1.248 -2.474 0.570
C10 0.285 -1.800 1.677
O3 2.485 -2.316 0.652
O4 -0.143 2.846 -2.582
C11 -1.494 2.702 -2.195
O5 -2.354 2.819 -3.112
C12 -1.978 2.460 -0.693
C13 -3.505 1.969 -0.634
C14 -3.792 0.617 -1.435
C15 -3.273 -0.662 -0.607
F1 -3.646 -0.560 0.767
F2 -1.835 -0.627 -0.622
C16 -3.827 -2.000 -1.302
F3 -4.110 -1.852 -2.664
F4 -5.019 -2.362 -0.637
F5 -2.903 -3.037 -1.052
H1 2.839 1.615 0.666
H2 3.968 1.496 -0.856
H3 2.660 0.187 -0.565
H4 1.642 4.025 -0.464
H5 0.061 0.824 -1.754
H6 2.215 0.468 -3.435
H7 1.742 2.126 -4.111
H8 -0.841 0.974 -4.236
H9 0.364 1.026 -5.623
H10 -0.697 -1.270 -5.397
H11 1.124 -1.379 -5.365
H12 -0.844 -1.439 -2.742
H13 -0.248 -2.904 -3.683
H14 1.322 -1.041 -1.750
H15 2.315 -1.783 -3.088
H16 2.465 -3.694 -1.463
H17 0.895 -4.104 -2.302
H18 0.610 -0.722 1.827
H19 -0.800 -1.834 1.328
H20 0.335 -2.348 2.671
H21 -1.955 3.485 -0.163
H22 -1.265 1.797 -0.083
H23 -4.127 2.789 -1.146
H24 -3.905 1.923 0.443
H25 -4.936 0.499 -1.485
H26 -3.422 0.605 -2.509
O6 -0.273 -1.240 4.432
C17 0.340 -0.470 5.134
O7 1.650 -0.260 4.920
C18 2.417 0.778 5.546
C19 2.958 0.322 6.886
C20 -0.318 0.192 6.314
H27 1.842 1.705 5.620
H28 3.253 0.988 4.875
H29 2.153 0.093 7.587
H30 3.592 1.094 7.328
H31 3.546 -0.591 6.768
H32 -0.241 -0.462 7.182
H33 -1.372 0.349 6.076
H34 0.090 1.173 6.548

natural (NBO) population analysis, charges in e, atoms 1 to 5: number 1, C, carries -1.042; number 2, B, carries 1.084; number 3, O, carries -0.947; number 4, C, carries -0.289; number 5, C, carries -0.427

=====

No. 4
The following is a quantum chemistry calculation of a gas-phase ion, C20H34BFIN3O5PS (charge +1) in a non-equilibrium geometry, from the Open Molecules 2025 dataset.

Properties
- total charge = +1
- F_max (eV/A) = 9.99
- molecular weight (Da) = 616.263

Positions of all 67 atoms, in Å:
C1 5.121 1.892 0.238
C2 4.198 0.807 0.145
C3 3.021 -0.362 -0.065
C4 1.535 0.047 0.540
B1 1.559 0.792 2.044
O1 0.663 0.244 3.127
O2 2.409 1.904 2.467
C5 1.133 -1.485 1.099
C6 1.850 -2.550 2.093
O3 3.055 -2.061 2.846
O4 3.780 -3.155 3.059
N1 -0.077 -1.790 0.460
P1 -0.501 -3.510 0.753
S1 0.563 -4.763 -0.368
C7 -0.763 -0.656 -0.342
C8 -2.014 -0.321 0.682
C9 -3.035 -1.437 1.165
C10 -4.392 -0.671 1.773
N2 -4.808 -0.885 3.244
O5 -5.154 0.178 1.081
C11 -1.529 -1.326 -1.590
F1 -0.655 -1.817 -2.722
C12 -2.898 -0.549 -2.159
C13 -4.272 -1.435 -2.020
C14 0.361 0.604 -0.550
C15 -0.428 1.985 -0.171
C16 0.191 3.451 -0.325
C17 0.189 4.463 -1.658
N3 0.704 4.147 0.782
C18 0.917 0.826 -2.090
I1 -0.457 1.476 -3.641
C19 2.181 1.826 -2.333
C20 3.463 1.116 -3.149
H1 6.167 2.437 0.423
H2 2.980 -0.754 -1.192
H3 3.546 -1.276 0.466
H4 -0.041 0.935 3.352
H5 1.974 2.451 3.186
H6 1.095 -2.763 2.995
H7 2.245 -3.543 1.590
H8 3.655 -3.455 4.021
H9 -1.872 -3.824 0.308
H10 -0.539 -3.902 2.146
H11 -2.694 0.598 0.335
H12 -1.477 0.096 1.667
H13 -2.574 -1.991 2.118
H14 -3.384 -2.275 0.446
H15 -4.955 -1.914 3.343
H16 -4.010 -0.531 3.815
H17 -2.049 -2.355 -1.265
H18 -2.977 0.563 -1.817
H19 -2.719 -0.510 -3.341
H20 -4.992 -1.109 -2.912
H21 -4.808 -1.371 -0.984
H22 -3.986 -2.567 -2.256
H23 -1.440 1.961 -0.810
H24 -0.842 2.042 0.951
H25 1.240 4.566 -2.159
H26 -0.693 4.228 -2.403
H27 -0.065 5.564 -1.262
H28 0.630 3.582 1.645
H29 1.303 -0.247 -2.447
H30 1.930 2.732 -3.074
H31 2.550 2.403 -1.354
H32 3.327 -0.059 -3.231
H33 4.487 1.425 -2.642
H34 3.522 1.503 -4.269

natural (NBO) population analysis, charges in e, atoms 1 to 5: number 1, C, carries -0.246; number 2, C, carries -0.066; number 3, C, carries -0.483; number 4, C, carries -0.432; number 5, B, carries 1.252

=====

No. 5
The following is a quantum chemistry calculation of a molecular structure, C20H34BrClGaN3O4 in a non-equilibrium geometry, from the Open Molecules 2025 dataset.

Properties
- relative energy (zero: lowest compared OMol25 entry of this formula, charge and spin) (eV) = 0.941
- F_max (eV/A) = 3.12
- molecular weight (Da) = 565.589

Positions of all 64 atoms, in Å:
O1 -2.899 1.804 0.661
C1 -2.608 2.060 -0.496
C2 -3.135 1.362 -1.685
C3 -3.305 -0.038 -1.747
H1 -2.692 -0.654 -1.086
C4 -4.190 -0.607 -2.665
H2 -4.357 -1.690 -2.649
C5 -4.838 0.201 -3.605
H3 -5.579 -0.241 -4.279
C6 -4.391 1.531 -3.765
H4 -4.774 2.105 -4.605
C7 -3.484 2.081 -2.837
H5 -3.054 3.071 -3.014
H6 -1.863 2.878 -0.717
C8 1.514 2.394 -1.487
C9 1.351 0.949 -1.802
H7 1.504 3.039 -2.393
H8 2.450 2.547 -0.924
H9 0.677 2.790 -0.861
C10 0.807 0.496 -2.945
C11 1.334 0.745 -4.328
H10 -0.173 -0.015 -2.900
H11 0.525 1.147 -4.954
H12 1.664 -0.214 -4.764
H13 2.190 1.439 -4.311
Ga1 1.529 -0.317 -0.311
Cl1 3.516 -0.680 -1.411
C12 2.683 -2.717 0.594
O2 2.293 -1.598 1.069
N1 3.650 -3.441 1.133
C13 4.289 -3.040 2.386
C14 4.263 -4.532 0.366
H14 2.216 -3.104 -0.322
H15 3.712 -2.230 2.839
H16 5.321 -2.714 2.201
H17 4.329 -3.899 3.064
H18 3.655 -4.681 -0.536
H19 4.287 -5.465 0.948
H20 5.298 -4.284 0.077
H21 -4.672 -1.241 2.302
H22 -2.992 -3.198 2.754
C15 -4.019 -1.042 1.438
C16 -2.360 -2.805 1.942
N2 -2.642 -1.394 1.745
H23 -4.079 0.018 1.163
C17 -1.706 -0.459 2.042
O3 -0.500 -0.679 2.211
H24 -1.300 -2.918 2.179
H25 -2.124 0.564 2.095
H26 -4.363 -1.662 0.597
H27 -2.620 -3.358 1.029
H28 3.424 2.688 3.543
H29 1.041 3.470 4.406
C18 3.020 2.910 2.547
C19 0.747 3.525 3.349
N3 1.583 2.640 2.549
H30 3.507 2.289 1.791
C20 1.062 1.683 1.800
O4 1.823 0.909 1.129
H31 -0.291 3.197 3.228
H32 -0.031 1.589 1.790
H33 3.175 3.977 2.337
H34 0.862 4.564 3.006
Br1 -0.252 -1.740 -0.910

natural (NBO) population analysis, charges in e, atoms 1 to 5: number 1, O, carries -0.565; number 2, C, carries 0.450; number 3, C, carries -0.168; number 4, C, carries -0.164; number 5, H, carries 0.251

=====

No. 6
The following is a quantum chemistry calculation of 2 unconnected molecules or ions with the total composition C20H34BrF2N2OSi in a non-equilibrium geometry, from the Open Molecules 2025 dataset.

Properties
- total charge = +1
- F_max (eV/A) = 5.51
- molecular weight (Da) = 464.491

Positions of all 61 atoms, in Å:
C1 8.387 -0.479 0.977
N1 6.995 -0.279 0.403
C2 6.346 0.988 0.925
C3 5.026 1.306 -0.046
N2 3.740 1.458 0.795
C4 2.857 2.376 0.213
C5 1.396 2.917 0.727
F1 1.112 4.183 -0.006
F2 1.590 3.327 2.168
C6 0.184 1.815 0.662
C7 -1.002 2.341 -0.377
Si1 -2.269 0.966 -0.865
C8 -3.061 1.425 -2.600
C9 -1.432 -0.773 -1.060
C10 -3.754 0.772 0.351
C11 -3.701 -0.262 1.653
C12 -5.023 -0.417 2.634
C13 -6.416 0.454 2.336
C14 -6.507 1.502 1.046
C15 -5.153 1.621 0.099
C16 3.566 2.908 -1.205
C17 5.122 2.880 -0.594
Br1 6.637 3.396 -1.793
H1 8.835 0.473 1.496
H2 8.436 -1.412 1.700
H3 9.085 -0.753 0.049
H4 7.118 -0.129 -0.622
H5 7.132 1.874 0.915
H6 5.984 0.836 2.030
H7 5.013 0.543 -0.935
H8 3.603 0.959 1.704
H9 0.523 0.712 0.468
H10 -0.322 1.814 1.743
H11 -0.436 2.647 -1.376
H12 -1.555 3.308 0.003
H13 -4.125 0.889 -2.604
H14 -2.398 1.022 -3.483
H15 -3.291 2.577 -2.702
H16 -1.840 -1.221 -2.070
H17 -1.789 -1.487 -0.181
H18 -0.266 -0.683 -1.017
H19 -2.712 -0.867 1.836
H20 -4.944 -1.192 3.533
H21 -7.375 0.327 3.006
H22 -7.500 2.114 0.811
H23 -5.213 2.336 -0.845
H24 3.170 3.915 -1.656
H25 3.636 2.028 -2.009
H26 4.985 3.582 0.350
C18 -4.270 -5.409 -1.096
C19 -3.142 -4.417 -0.858
C20 -1.961 -5.077 -0.165
O1 -3.621 -3.342 -0.054
H27 -4.642 -5.814 -0.148
H28 -5.118 -4.917 -1.584
H29 -3.938 -6.241 -1.725
H30 -2.818 -3.992 -1.814
H31 -2.251 -5.470 0.816
H32 -1.162 -4.349 0.011
H33 -1.559 -5.899 -0.766
H34 -3.912 -3.710 0.797

natural (NBO) population analysis, charges in e, atoms 1 to 5: number 1, C, carries -0.448; number 2, N, carries -0.634; number 3, C, carries -0.232; number 4, C, carries -0.093; number 5, N, carries -0.480

=====

No. 7
The following is a quantum chemistry calculation of a molecular structure, C20H34F5GaO2PS2Sb2 in a non-equilibrium geometry, from the Open Molecules 2025 dataset.

Properties
- relative energy (zero: lowest compared OMol25 entry of this formula, charge and spin) (eV) = 0.281
- total charge = +1
- F_max (eV/A) = 2.71
- molecular weight (Da) = 809.831

Positions of all 67 atoms, in Å:
Ga1 -16.416 4.408 -4.163
C1 -12.820 6.305 -3.733
Sb1 -13.778 4.438 -3.540
C2 -12.643 3.209 -4.826
C3 -13.248 3.934 -1.510
C4 -14.276 4.362 -0.504
C5 -14.259 5.644 -0.003
C6 -15.151 6.058 0.964
C7 -16.202 5.206 1.343
C8 -16.248 3.975 0.788
C9 -15.304 3.521 -0.141
C10 -15.425 2.016 -0.580
Sb2 -16.253 1.824 -2.543
C11 -15.595 -0.197 -3.120
C12 -18.148 1.202 -1.757
H1 -13.263 7.022 -2.980
H2 -12.993 6.789 -4.721
H3 -11.749 6.080 -3.577
H4 -11.589 3.124 -4.576
H5 -12.691 3.442 -5.885
H6 -13.121 2.229 -4.777
H7 -12.239 4.271 -1.169
H8 -13.113 2.836 -1.530
H9 -13.518 6.382 -0.393
H10 -15.227 7.024 1.405
H11 -16.983 5.517 2.036
H12 -17.050 3.272 1.012
H13 -16.200 1.484 0.103
H14 -14.430 1.511 -0.493
H15 -15.984 -0.964 -2.488
H16 -14.561 -0.326 -3.016
H17 -15.892 -0.254 -4.173
H18 -18.021 0.420 -1.026
H19 -18.664 0.856 -2.625
H20 -18.636 2.118 -1.328
F1 -16.516 3.547 -6.953
C13 -17.186 3.310 -5.804
F2 -17.106 1.940 -5.611
C14 -18.691 3.446 -6.116
F3 -19.222 2.331 -6.651
F4 -19.328 3.668 -4.913
F5 -19.019 4.450 -6.925
C15 -18.117 10.175 -3.772
C16 -16.849 9.358 -3.500
C17 -15.810 10.048 -2.588
O1 -17.243 8.179 -2.688
P1 -17.733 6.886 -3.392
S1 -16.912 6.570 -5.180
S2 -17.181 5.230 -2.193
O2 -19.261 7.000 -3.525
C18 -20.255 6.412 -2.515
C19 -21.640 6.924 -2.990
C20 -19.912 7.042 -1.190
H21 -17.939 10.782 -4.694
H22 -18.351 10.823 -2.898
H23 -18.934 9.575 -4.075
H24 -16.321 9.146 -4.396
H25 -16.301 10.503 -1.698
H26 -15.248 10.906 -2.984
H27 -15.136 9.289 -2.167
H28 -20.024 5.336 -2.527
H29 -21.708 7.988 -3.131
H30 -22.390 6.619 -2.232
H31 -21.880 6.600 -4.013
H32 -19.868 8.136 -1.349
H33 -19.002 6.797 -0.687
H34 -20.697 6.825 -0.481

natural (NBO) population analysis, charges in e, atoms 1 to 5: number 1, Ga, carries 0.692; number 2, C, carries -1.000; number 3, Sb, carries 1.258; number 4, C, carries -1.001; number 5, C, carries -0.736

=====

no.,HOMO-LUMO gap (eV),LUMO level (eV)
1,7.72,-2.5
2,10.32,0.4
3,9.77,0.2
4,7.06,-4.7
5,6.09,0.1
6,5.01,-5.3
7,8.56,-2.8